# 1
Here is a 2-piece molecular cluster, C5H10NO overall from the Open Molecules 2025 dataset. Energies are from wB97M-V/def2-TZVPD.

```
17
Properties=species:S:1:pos:R:3:lowdin_charge:R:1
C -1.74520 -0.37590 -1.34469 0.11
C -2.55256 0.59840 -0.98975 0.13
C 2.81323 -0.51904 0.67199 0.04
C -0.82032 0.59110 0.90015 -0.03
C 2.09177 0.09414 -0.26938 -0.35
N -1.84113 -0.14029 0.12657 -0.10
O 1.35577 -0.48426 -1.16785 0.05
H -1.51034 -1.12564 -1.97673 0.10
H -3.32540 1.38570 -0.88991 0.16
H 2.82152 -1.58659 0.88235 0.07
H -2.57004 -0.77828 0.71999 0.25
H 3.37969 0.02533 1.39487 0.06
H -1.26593 0.78055 1.97276 0.14
H 0.24762 0.18077 0.91176 0.08
H -0.65340 1.59247 0.44320 0.11
H 2.05234 1.12902 -0.34837 0.11
H 1.52239 -1.36749 -1.03698 0.07
```

**Relative energy (zero: lowest compared OMol25 entry of this formula, charge and spin)**: 558.4 kJ/mol
**HOMO-LUMO gap**: 8.2 eV
**Net charge**: +1

# 2
Here is C28H59N7PSTi as an isolated structure from the Open Molecules 2025 dataset. Energies are from wB97M-V/def2-TZVPD.

```
97
Properties=species:S:1:pos:R:3:mulliken_spin:R:1
Ti -0.60950 0.02528 1.32037 0.96
C 1.36780 0.15696 4.22852 0.00
C 1.69530 -1.09144 3.41348 0.02
N 1.09973 -1.15646 2.04205 -0.03
C 0.74203 -2.55385 1.67711 0.02
C -0.63545 -2.87862 2.24177 0.02
N -1.59808 -1.86243 1.75777 0.03
C -2.97193 -2.00287 2.28262 0.01
C -3.93933 -1.01240 1.63631 0.01
C -3.76108 0.45494 2.01534 0.02
N -2.53557 1.07757 1.45094 -0.01
C -2.17382 2.34202 2.13660 0.02
C -1.38690 2.02750 3.44167 0.00
N -1.01547 0.58355 3.49745 0.01
C -0.09848 0.25050 4.62808 0.01
H 1.65998 1.05744 3.69158 0.00
H 1.96637 0.11731 5.14055 0.00
H 1.32146 -1.95664 3.96212 0.00
H 2.77593 -1.21341 3.33458 0.00
H 1.79806 -0.81289 1.38049 0.00
H 1.48259 -3.26714 2.04073 0.00
H 0.70672 -2.63101 0.59187 0.00
H -0.62483 -2.85027 3.33312 0.00
H -0.93598 -3.88475 1.94384 0.00
H -1.64309 -1.94719 0.74146 -0.05
H -2.94628 -1.86263 3.36748 0.00
H -3.33192 -3.01926 2.10941 0.00
H -4.95246 -1.30451 1.91756 0.00
H -3.87898 -1.11346 0.54990 -0.01
H -3.72907 0.55708 3.10379 0.00
H -4.63168 1.02391 1.68650 0.00
H -2.70641 1.27790 0.47109 0.00
H -3.05705 2.93726 2.37304 0.00
H -1.55797 2.92829 1.45850 0.00
H -1.97756 2.30832 4.31401 0.00
H -0.47283 2.61353 3.46694 0.00
H -1.87502 0.07952 3.68010 0.00
H -0.41633 -0.71491 5.02562 0.00
H -0.22635 0.98095 5.42761 0.00
C 5.69780 3.94242 1.01216 0.00
C 4.88611 2.70527 0.81353 0.00
C 5.37277 1.49895 0.38689 0.00
C 4.49071 0.41413 0.31332 0.00
N 3.19981 0.52126 0.62571 0.01
C 2.71295 1.71366 0.97778 0.00
S 1.07100 2.03117 1.28871 -0.02
N 3.57028 2.76760 1.10066 0.00
C 4.95839 -0.92483 -0.14860 0.00
H 6.66128 3.84891 0.51814 0.00
H 5.87513 4.09970 2.07917 0.00
H 5.18306 4.82194 0.62151 0.00
H 6.41780 1.38826 0.13436 0.00
H 3.15852 3.64911 1.38453 0.00
H 6.03654 -1.02926 -0.04847 0.00
H 4.70486 -1.03687 -1.20642 0.00
H 4.45348 -1.72095 0.39828 0.00
C -1.00954 1.74811 -4.10576 0.00
C -0.58986 1.46122 -2.65912 0.00
C 0.90134 1.81416 -2.48831 0.00
C -1.34483 2.41530 -1.71295 -0.03
P -0.83845 -0.30516 -2.07044 0.03
N -0.75404 -0.31574 -0.46411 -0.02
C -2.51700 -0.95945 -2.63629 0.00
C -3.59092 0.08329 -2.28638 0.00
C -2.87193 -2.25217 -1.86283 0.00
C -2.62414 -1.26094 -4.14076 0.00
C 0.51418 -1.41107 -2.76959 0.00
C 1.81097 -1.19172 -1.96065 -0.01
C 0.10852 -2.87869 -2.56335 0.00
C 0.82378 -1.18767 -4.25811 0.00
H -0.67671 2.75865 -4.35971 0.00
H -2.08905 1.72703 -4.24300 0.00
H -0.55633 1.06864 -4.82383 0.00
H 0.99994 2.90192 -2.54415 0.00
H 1.52425 1.39287 -3.27433 0.00
H 1.28129 1.49324 -1.51661 0.00
H -1.12348 3.44026 -2.02228 0.00
H -0.98994 2.29680 -0.69099 0.03
H -2.42533 2.29772 -1.73907 0.00
H -3.58036 0.34392 -1.22619 0.00
H -4.56999 -0.34683 -2.50906 0.00
H -3.50256 0.99438 -2.87152 0.00
H -2.38136 -2.31800 -0.89523 -0.01
H -2.61412 -3.14799 -2.42018 0.00
H -3.95064 -2.28334 -1.69091 0.00
H -2.39852 -0.40565 -4.77054 0.00
H -3.65601 -1.55670 -4.35238 0.00
H -1.99046 -2.09059 -4.44393 0.00
H 1.61663 -1.06864 -0.89612 0.01
H 2.35956 -0.31107 -2.29243 0.00
H 2.45944 -2.06195 -2.10004 0.00
H -0.18694 -3.08861 -1.53258 0.00
H 0.97448 -3.50341 -2.79442 0.00
H -0.69469 -3.19257 -3.22373 0.00
H 1.25520 -0.20929 -4.45346 0.00
H -0.04258 -1.31111 -4.90262 0.00
H 1.56316 -1.93332 -4.56531 0.00
```

**Multiplicity**: 2
**Relative energy (zero: lowest compared OMol25 entry of this formula, charge and spin)**: 0.0 kJ/mol
**HOMO-LUMO gap (alpha / beta)**: 7.2 / 8.3 eV
**Net charge**: +2

# 3
Here is C3H5Cl2NS as an isolated structure from the Open Molecules 2025 dataset. Energies are from wB97M-V/def2-TZVPD.

```
12
Properties=species:S:1:pos:R:3:lowdin_charge:R:1
C -1.92118 -2.26701 -0.10147 -0.06
C -0.58074 -0.16099 -0.32615 -0.97
C 0.70822 0.62390 0.02682 -1.20
H -1.62270 -2.43202 -1.17686 0.10
H -2.10859 -3.10781 0.52695 0.07
H -2.74532 -1.53629 0.01157 0.08
H 0.13475 -2.10799 0.59467 0.25
H 1.13229 1.32033 -0.82850 0.08
N -0.87751 -1.23571 0.30009 -0.12
S -1.36236 0.77583 -1.55826 0.59
Cl 1.94847 -0.65354 0.04021 0.57
Cl 0.63460 1.53149 1.49558 0.62
```

**Relative energy (zero: lowest compared OMol25 entry of this formula, charge and spin)**: 286.4 kJ/mol
**HOMO-LUMO gap**: 8.1 eV
**Net charge**: 0

# 4
Here is a 9-piece molecular cluster, C45H83F7N11O10 overall from the Open Molecules 2025 dataset. Energies are from wB97M-V/def2-TZVPD.

```
156
Properties=species:S:1:pos:R:3:lowdin_charge:R:1
C 0.16604 1.20978 1.16126 0.08
C 0.34327 1.95025 0.08087 -0.11
C 0.28971 3.48133 0.01146 -0.21
C 1.36442 4.28566 0.75370 -0.37
F 1.43441 3.73659 1.98557 0.13
F 1.01720 5.56309 0.94302 0.16
C 2.83432 4.29133 0.19328 -0.34
F 3.08139 5.37932 -0.52478 0.18
F 3.65129 4.37039 1.26782 0.15
C 3.31025 3.02100 -0.54918 -0.54
F 2.60273 2.75247 -1.64614 0.18
F 4.57578 3.23695 -0.92909 0.17
F 3.31186 1.98946 0.27973 0.20
C -0.99217 3.84767 0.81487 -0.04
N -2.15989 3.44471 -0.02275 0.00
C -3.47106 4.05463 0.29783 -0.17
N -3.46063 5.49394 0.13416 0.05
C -1.64958 3.42185 -1.45044 -0.18
C -2.56226 3.95661 -2.55942 -0.12
C -3.50006 2.83565 -3.02799 -0.19
C -4.67097 3.36959 -3.86933 -0.07
C -5.24834 2.25840 -4.71610 -0.47
O -5.18598 2.30041 -5.92955 0.13
O -5.87751 1.22804 -4.07578 -0.02
C -5.04004 0.09400 -3.78847 -0.24
C -5.87870 -1.14812 -3.68928 -0.07
C -0.18065 3.84954 -1.44392 -0.13
C 0.15566 5.24691 -1.89244 -0.20
C 1.18766 5.42023 -2.76452 -0.03
C 1.51966 6.69019 -3.13435 -0.12
N 0.90951 7.78199 -2.71159 0.10
C -0.11292 7.57100 -1.89818 -0.12
C -0.52738 6.35166 -1.46778 -0.03
H 0.12070 0.13849 1.03765 0.09
H 0.02214 1.58735 2.16436 0.07
H 0.59516 1.45359 -0.84497 0.12
H -1.14750 4.91310 0.97576 0.13
H -1.06085 3.45082 1.81974 0.15
H -2.28951 2.46879 0.25555 0.18
H -3.76840 3.78681 1.31109 0.15
H -4.22004 3.63534 -0.36383 0.13
H -4.40818 5.84970 0.10736 0.11
H -3.03945 5.91706 0.95419 0.09
H -1.65699 2.35663 -1.66325 0.15
H -1.89763 4.18243 -3.38984 0.14
H -3.11414 4.83964 -2.25776 0.11
H -2.93151 2.06301 -3.53988 0.13
H -3.90834 2.34981 -2.13982 0.10
H -5.44716 3.66901 -3.16895 0.13
H -4.34371 4.18765 -4.49517 0.13
H -4.60257 0.25239 -2.79791 0.10
H -4.21645 -0.02496 -4.49059 0.13
H -6.51007 -1.22826 -4.56470 0.08
H -5.26783 -2.04664 -3.65519 0.05
H -6.48280 -1.13929 -2.78797 0.08
H 0.26379 3.16465 -2.15877 0.14
H 1.74324 4.58715 -3.16015 0.12
H 2.35513 6.81891 -3.80831 0.12
H -0.64408 8.44134 -1.53633 0.12
H -1.36603 6.25029 -0.80112 0.09
C 6.44709 5.41912 -1.30025 -0.02
C 7.56121 5.50224 -2.31740 -0.55
O 7.34649 5.40161 -3.51363 0.03
N 8.82389 5.69368 -1.85184 0.01
C 9.26125 5.83440 -0.47482 -0.08
H 5.51223 5.26783 -1.82332 0.06
H 6.61362 4.58322 -0.62245 0.08
H 6.38275 6.34693 -0.72941 0.09
H 9.51816 5.73940 -2.58063 0.14
H 9.74960 6.80101 -0.34222 0.08
H 9.97692 5.04626 -0.23510 0.08
H 8.42416 5.76812 0.21117 0.07
C -6.41912 -5.01019 -6.61755 0.00
C -5.51095 -4.68281 -5.45770 -0.52
O -5.67630 -3.68176 -4.77072 0.01
N -4.49527 -5.54156 -5.19668 0.01
C -4.15163 -6.76627 -5.89937 -0.07
H -7.17650 -4.23668 -6.69786 0.08
H -5.85183 -5.04469 -7.54833 0.09
H -6.91335 -5.96852 -6.45618 0.09
H -3.92793 -5.26808 -4.41056 0.14
H -4.19554 -7.60849 -5.20788 0.09
H -3.13736 -6.68951 -6.29324 0.08
H -4.83362 -6.95154 -6.72103 0.07
C -10.60849 3.51498 -7.42922 -0.01
C -9.43154 3.17012 -6.54875 -0.55
O -9.29569 3.64192 -5.42712 0.01
N -8.51355 2.30650 -7.04681 0.02
C -8.50955 1.65460 -8.34312 -0.07
H -11.25127 4.21036 -6.89834 0.08
H -10.26884 3.98593 -8.35231 0.08
H -11.18034 2.61736 -7.66846 0.08
H -7.75398 2.11755 -6.41091 0.11
H -8.51695 0.57552 -8.20083 0.06
H -7.60172 1.93466 -8.88343 0.08
H -9.37458 1.93333 -8.93056 0.06
C 2.93021 1.23374 3.71660 -0.01
C 1.79986 0.74684 4.59063 -0.56
O 0.76013 1.39306 4.70185 0.00
N 1.96229 -0.42619 5.23569 0.02
C 3.11436 -1.32042 5.21784 -0.07
H 2.63491 2.18058 3.27718 0.06
H 3.83750 1.38216 4.30196 0.09
H 3.11696 0.51292 2.91863 0.08
H 1.16670 -0.69133 5.79503 0.14
H 2.81109 -2.29597 4.84956 0.06
H 3.49269 -1.43710 6.23241 0.09
H 3.90630 -0.93037 4.58665 0.07
C 4.88698 -5.70571 7.22030 -0.02
C 4.58765 -4.93599 5.96105 -0.54
O 3.56545 -4.27425 5.81659 0.00
N 5.50995 -5.00436 4.96660 0.01
C 6.76432 -5.73835 4.96665 -0.07
H 4.07216 -5.56692 7.92474 0.09
H 4.98336 -6.76579 7.00481 0.07
H 5.80891 -5.34685 7.67512 0.08
H 5.26364 -4.47498 4.14606 0.13
H 7.59414 -5.04482 4.81903 0.08
H 6.76443 -6.46212 4.15037 0.08
H 6.90835 -6.26652 5.90336 0.07
C -11.65842 -1.46143 -11.08496 -0.01
C -10.71684 -1.14843 -9.94677 -0.54
O -10.87694 -0.18091 -9.22082 0.03
N -9.66742 -1.99296 -9.75244 0.01
C -9.32145 -3.18197 -10.50975 -0.08
H -12.43691 -0.70595 -11.11230 0.08
H -11.12537 -1.45010 -12.03638 0.09
H -12.12247 -2.43744 -10.93903 0.09
H -9.07834 -1.73193 -8.97837 0.13
H -9.31944 -4.05027 -9.84833 0.08
H -8.32440 -3.06658 -10.93840 0.08
H -10.02928 -3.35527 -11.31208 0.07
C 7.10220 -9.76611 9.85588 -0.01
C 6.63836 -8.33756 9.70927 -0.54
O 6.28442 -7.87773 8.62970 0.01
N 6.62521 -7.56884 10.82343 0.02
C 7.00795 -7.93758 12.17828 -0.06
H 7.05728 -10.25065 8.88568 0.08
H 8.13064 -9.79722 10.21663 0.09
H 6.45693 -10.30744 10.54825 0.09
H 6.30619 -6.62792 10.65827 0.13
H 6.15122 -7.79971 12.84074 0.08
H 7.81945 -7.28709 12.50608 0.06
H 7.33412 -8.96960 12.23115 0.07
C 10.47807 -3.98430 10.78505 -0.01
C 9.45422 -4.60560 11.70412 -0.55
O 9.68501 -5.62187 12.33752 0.03
N 8.24541 -3.98610 11.80626 0.01
C 7.79532 -2.78047 11.13340 -0.08
H 11.38073 -4.58604 10.81021 0.08
H 10.10391 -3.95572 9.76092 0.08
H 10.72166 -2.97307 11.11273 0.09
H 7.60960 -4.44581 12.43823 0.13
H 7.53158 -2.02415 11.87419 0.08
H 6.91184 -3.00307 10.53210 0.08
H 8.56818 -2.38225 10.48600 0.07
```

**HOMO-LUMO gap**: 7.5 eV
**Net charge**: +1

no.,E (eV)
1,-8872.7932
2,-83656.0349
3,-40559.3404
4,-103895.8637